[1]
This record from the Open Molecules 2025 dataset describes the molecule C13H24O in a non-equilibrium geometry. The level of theory is the ωB97M-V functional and the def2-TZVPD basis.

Last column: natural (NBO) charge in e.
Geometry (Å):
H1 -0.15115 -2.56259 2.39111  0.198
C1 0.54233 1.70359 -2.20681  0.621
H2 2.15557 0.96766 2.95539  0.207
H3 1.74638 -0.34846 -3.27556  0.227
H4 2.18870 1.53419 0.00351  0.219
H5 0.60612 1.13549 3.69244  0.195
H6 1.42256 -1.29286 3.36027  0.214
C2 1.08613 0.84512 2.74112  -0.409
H7 0.58513 3.30813 -0.66094  0.231
H8 -1.08065 -3.08829 0.09441  0.206
H9 -1.40056 0.50019 -0.76343  0.210
H10 -0.46151 0.59260 -3.68340  0.241
H11 -0.45638 1.90031 1.68120  0.195
C3 0.62391 1.81870 1.66038  -0.391
H12 1.38909 -1.17940 -1.73151  0.215
C4 -0.82713 -1.95593 -0.08709  -0.383
H13 -1.18803 -0.08112 0.83576  0.192
C5 -1.43922 0.00740 -1.77585  -0.430
C6 0.35216 2.20678 -0.75814  -0.505
H14 -0.96039 -1.17719 3.37737  0.210
C7 -0.49530 -1.40443 2.39811  -0.397
C8 -0.16555 0.38690 -2.64872  -0.326
H15 0.93512 2.82828 1.95008  0.216
C9 -1.63699 -1.44158 -1.39585  -0.411
H16 -2.34850 0.47939 -2.12871  0.222
H17 0.64275 -1.66313 -3.23801  0.217
C10 1.11146 1.36991 0.20528  -0.417
H18 -1.45079 -2.24714 -2.15581  0.213
O1 1.19527 2.41715 -3.00632  -0.556
C11 0.89310 -0.66213 2.56689  -0.393
H19 0.22139 -1.85068 -0.13369  0.192
H20 -2.74097 -1.64339 -1.17898  0.212
H21 1.55201 -0.85233 1.65784  0.179
H22 -2.35328 -1.31704 1.33185  0.207
C12 0.95634 -0.71156 -2.66860  -0.622
H23 0.96995 0.35215 0.00335  0.207
H24 -0.72289 2.24761 -0.55178  0.212
C13 -1.29619 -1.12229 1.14282  -0.417

Results
- DFT total energy (a.u.) = -584.907770
- SMILES = C[C@H]1CCCCCCCCCCC1=O
- total charge = 0
- gap between HOMO and LUMO (eV) = 10.15
- LUMO energy (eV) = 0.9074
- relative energy (zero: lowest compared OMol25 entry of this formula, charge and spin) (kcal/mol) = 53.1


[2]
This record from the Open Molecules 2025 dataset describes a cluster of 2 separate species, C13H24O8S in total in a non-equilibrium geometry. The level of theory is the ωB97M-V functional and the def2-TZVPD basis.

Last column: natural (NBO) charge in e.
Geometry (Å):
O1 -3.09873 -0.78533 -3.67737  -0.906
H1 -0.76106 -0.77935 6.47878  0.220
O2 -3.55374 -0.59257 -1.27980  -0.695
C1 1.83917 -0.31970 -2.22805  -0.432
H2 -0.39426 0.63250 -3.54832  0.220
H3 2.87924 -2.10005 -1.55937  0.164
H4 -1.07362 -2.11914 3.27265  0.209
H5 -0.56165 0.06910 -0.31136  0.210
H6 5.24144 -1.49637 -0.14903  0.171
C2 1.12245 2.09414 -2.94120  -0.390
H7 1.25708 -0.63379 -3.09217  0.213
O3 -1.29698 -0.87061 -1.98025  -0.695
C3 -1.09328 1.59555 -1.72708  -0.437
H8 1.48918 2.39498 -3.92310  0.206
H9 3.31157 -1.59871 -3.17593  0.182
H10 -3.12035 1.08107 -0.18232  0.210
H11 0.14728 -1.21363 4.20214  0.186
H12 -2.89550 -0.88788 4.28960  0.185
C4 -1.20481 1.02320 3.27901  0.970
H13 1.08036 3.01805 -2.35719  0.196
S1 -2.75461 -1.34478 -2.42019  2.563
H14 -2.48614 -0.51536 6.72197  0.234
H15 -0.83270 2.29727 -3.72023  0.216
H16 2.32699 1.51552 -1.24526  0.197
H17 3.59480 -0.95481 0.22750  0.164
H18 -1.90725 -2.10833 6.21590  0.225
C5 4.50341 -0.70913 -0.32520  -0.246
C6 -0.31842 1.60049 -3.05661  -0.408
O4 -1.12082 2.08574 2.75763  -0.572
C7 -0.83276 -1.15997 3.72307  -0.095
O5 -0.79041 -0.13923 2.71495  -0.506
O6 4.25562 -0.57046 -1.70951  -0.549
H19 3.12381 1.32469 -2.77241  0.221
H20 1.25247 -0.52349 -1.33064  0.187
C8 -2.68764 0.10351 -0.37111  -0.082
O7 -1.73036 0.78925 4.50076  -0.491
C9 -1.32672 0.22561 -1.07055  0.069
C10 2.17034 1.17224 -2.26938  -0.408
H21 -2.07142 2.04997 -1.90347  0.210
C11 3.09614 -1.22189 -2.17520  -0.051
H22 -0.59434 2.23540 -0.99802  0.224
O8 -2.84427 -2.74762 -2.23835  -0.904
H23 4.91043 0.23162 0.04199  0.187
C12 -1.89888 -0.63501 4.66222  0.066
H24 -2.59749 -0.47772 0.54408  0.192
C13 -1.75356 -1.03496 6.10641  -0.627

Results
- DFT total energy (a.u.) = -1509.817940
- SMILES = COCCCCCC[C@H]1COS(=O)(=O)O1.C[C@@H]1COC(=O)O1
- total charge = 0
- gap between HOMO and LUMO (eV) = 9.91
- LUMO energy (eV) = 0.2778